[1]
# C34H38Ge2N2O4S2Tl

A molecular structure, C34H38Ge2N2O4S2Tl (ωB97M-V/def2-TZVPD, OMol25).

Geometry as XYZ:
```
83
Properties=species:S:1:pos:R:3:lowdin_spin:R:1
Tl -0.617 1.065 1.335 0.01
Ge -0.340 2.901 -2.523 0.00
Ge -0.844 0.843 -1.312 0.00
S -1.981 3.781 1.228 0.00
S -3.206 2.114 1.202 0.00
O -0.961 3.514 0.162 0.00
O -2.765 4.973 0.944 0.00
O -1.305 3.779 2.530 0.00
O -1.512 -1.602 1.607 0.00
N -0.312 -3.507 1.443 0.00
N 1.973 0.511 1.785 0.19
C -0.346 0.728 3.425 0.04
C 0.914 0.455 3.971 0.02
C 1.750 -1.588 -3.757 0.00
C -2.689 0.357 -1.815 0.00
C -5.280 -0.433 -2.588 0.00
C 4.414 0.390 1.499 0.02
C 1.400 3.571 -1.971 0.00
C -0.265 -4.929 1.157 0.00
C 4.554 0.426 2.927 0.20
C -0.198 2.691 -4.492 0.00
C -3.306 -0.763 -1.249 0.00
C 0.140 -0.674 -2.165 0.00
C -0.029 -1.973 -1.679 0.00
C 2.929 0.444 -0.420 0.07
C 0.954 -2.811 1.690 0.00
C 5.494 0.302 0.611 0.06
C 2.144 0.471 3.140 0.15
C -1.484 0.757 4.225 0.00
C -3.413 1.083 -2.761 0.00
C -4.581 -1.161 -1.629 0.00
C -2.738 -3.588 1.103 0.00
C 0.968 0.150 5.344 0.03
C -4.693 0.693 -3.148 0.00
C -1.647 4.337 -2.433 0.00
C -0.170 0.163 6.135 0.00
C 1.055 -0.511 -3.210 0.00
C 1.549 -2.870 -3.264 0.00
C 0.653 -3.058 -2.218 0.00
C 3.080 0.455 0.979 0.01
C 4.016 0.353 -1.277 0.05
C -1.478 -2.809 1.409 0.00
C -1.409 0.478 5.581 0.04
C 3.413 0.455 3.710 0.03
C 5.310 0.282 -0.770 0.06
H -5.236 1.281 -3.879 0.00
H -0.923 -5.504 1.811 0.00
H -1.063 2.157 -4.902 0.00
H 1.457 -3.251 2.555 0.00
H -1.119 5.254 -2.718 0.00
H 0.776 -1.761 1.897 0.00
H -5.038 -2.031 -1.166 0.00
H 0.706 2.176 -4.814 0.00
H 2.189 2.882 -2.281 0.00
H -2.057 4.453 -1.426 0.00
H 1.250 0.475 -3.593 0.00
H -3.572 -2.892 1.131 0.00
H -2.300 0.508 6.198 0.00
H 0.755 -5.270 1.326 0.00
H -0.180 3.701 -4.920 0.00
H -2.793 -1.311 -0.467 0.00
H -6.278 -0.735 -2.883 0.00
H -2.436 1.023 3.770 0.00
H 6.160 0.208 -1.437 0.00
H 1.578 4.551 -2.425 0.00
H 3.512 0.494 4.788 0.00
H 0.500 -4.052 -1.813 0.00
H 2.094 -3.710 -3.678 0.00
H -0.089 -0.078 7.190 0.00
H 1.914 -0.117 5.803 0.00
H -2.984 1.975 -3.201 0.00
H -2.902 -4.384 1.832 0.00
H 5.542 0.431 3.372 0.02
H 1.928 0.503 -0.817 0.00
H 2.461 -1.421 -4.559 0.00
H -0.706 -2.138 -0.855 0.00
H -0.527 -5.160 0.120 0.00
H 6.497 0.254 1.028 0.00
H -2.679 -4.044 0.110 0.00
H 1.606 -2.880 0.818 0.00
H 3.846 0.337 -2.348 0.00
H -2.455 4.164 -3.149 0.00
H 1.428 3.669 -0.883 0.00
```

Values from the calculation:
* net charge: -2
* ΔE to the lowest compared entry with this formula, charge and spin: 0.0 kJ/mol
* DFT total energy: -186442.4411 eV
* multiplicity: 2
* highest occupied orbital energy (alpha / beta): 0.43 / -1.99 eV

=====

[2]
# C34H38MgN8O

A molecular structure, C34H38MgN8O (ωB97M-V/def2-TZVPD, OMol25).

Geometry as XYZ:
```
82
Properties=species:S:1:pos:R:3:lowdin_charge:R:1
Mg -0.209 0.144 -0.560 0.54
O 0.143 -1.673 -0.304 -0.17
N -1.151 -0.107 2.237 0.13
N -0.413 2.210 -0.640 0.05
N -1.639 0.310 1.147 0.06
N 2.034 2.008 0.514 0.18
N 1.075 0.584 -2.342 -0.17
N 0.434 -2.835 1.687 -0.02
N 1.014 0.114 1.235 -0.01
N -1.407 -0.692 -2.083 0.06
C 1.677 1.374 1.714 -0.24
C 1.038 -2.204 0.518 -0.55
C -3.491 1.279 0.001 -0.04
C 1.945 -0.963 0.959 -0.14
C 2.979 -1.023 2.088 -0.10
C -0.949 3.036 0.255 -0.12
C 1.925 -3.246 -0.205 0.06
C 0.804 -0.615 -3.136 -0.13
C 2.768 0.975 2.702 -0.09
C -5.505 1.822 1.190 -0.03
C -0.559 -1.221 -2.956 -0.26
C -2.072 -3.001 -3.501 -0.01
C 0.177 -0.253 2.338 -0.31
C 3.080 1.542 -0.125 -0.29
C 3.140 1.932 -1.572 -0.08
C -2.951 0.715 1.169 -0.26
C -2.582 -1.299 -1.914 -0.09
C 2.525 0.840 -2.462 -0.15
C -1.467 4.274 -0.064 -0.01
C 4.001 0.683 0.474 0.08
C -0.815 3.851 -2.313 0.02
C -0.861 -2.364 -3.694 0.01
C -4.761 1.818 0.018 -0.04
C -3.722 0.708 2.349 0.01
C 0.295 1.692 -2.900 -0.11
C 1.141 -3.718 2.574 0.01
C -2.956 -2.447 -2.586 -0.02
C -0.306 2.624 -1.891 -0.25
C 0.867 -0.548 3.466 0.10
C -0.991 -2.960 1.741 0.00
C 3.850 0.246 1.891 -0.15
C 2.329 -0.380 3.346 -0.13
C -4.983 1.263 2.351 -0.05
C -1.431 4.678 -1.392 -0.01
H -0.547 1.280 -3.465 0.14
H -0.976 2.689 1.276 0.11
H -3.262 -0.842 -1.210 0.10
H -3.914 -2.902 -2.393 0.12
H 4.171 2.073 -1.895 0.13
H 2.759 -3.586 0.399 0.08
H 0.965 -0.412 -4.208 0.16
H 2.755 1.102 -3.507 0.14
H 3.496 -1.972 2.192 0.14
H -1.412 -2.508 0.844 0.09
H 0.893 2.275 -3.610 0.15
H 4.889 0.366 -0.056 0.14
H -1.871 5.614 -1.698 0.12
H 4.811 0.187 2.401 0.16
H -5.178 2.245 -0.881 0.12
H -1.278 -4.012 1.786 0.12
H 2.476 -0.744 0.021 0.14
H 2.307 -2.806 -1.122 0.09
H 0.937 -3.445 3.612 0.12
H -0.747 4.138 -3.351 0.13
H 2.211 -3.693 2.415 0.09
H -5.560 1.278 3.262 0.12
H 0.797 -4.747 2.437 0.13
H 1.296 -4.097 -0.455 0.11
H -0.141 -2.753 -4.396 0.13
H -2.316 -3.904 -4.039 0.12
H -1.908 4.894 0.700 0.12
H 0.402 -0.848 4.387 0.14
H -6.484 2.273 1.205 0.12
H 2.872 -0.603 4.259 0.16
H 1.517 -1.396 -2.858 0.13
H -2.894 1.311 -0.898 0.10
H 0.917 1.986 2.213 0.16
H 2.599 2.869 -1.694 0.12
H -3.300 0.293 3.252 0.11
H -1.400 -2.456 2.625 0.12
H 3.047 -0.097 -2.246 0.12
H 3.051 1.782 3.372 0.16
```

Values from the calculation:
* net charge: +2
* DFT total energy: -55273.7025 eV
* highest occupied orbital energy (alpha / beta): -13.62 / -13.77 eV

=====

[3]
# C34H38N6O4PPb

A molecular structure, C34H38N6O4PPb (ωB97M-V/def2-TZVPD, OMol25).

Geometry as XYZ:
```
84
Properties=species:S:1:pos:R:3:lowdin_charge:R:1
Pb -1.793 -1.386 -1.001 1.18
P -1.331 -4.379 -0.417 0.86
O 7.434 8.438 0.002 -0.07
O -3.088 -1.218 1.910 -0.01
O -8.790 0.078 0.462 0.08
O -0.865 -0.900 1.933 -0.18
N -1.177 1.183 -0.956 0.00
N 0.735 -0.771 -0.562 0.02
N -7.067 1.498 0.755 0.18
N 2.413 4.496 -0.563 0.19
N -4.493 -1.536 -0.770 -0.04
N 3.975 2.947 -0.252 0.19
C -7.216 -1.965 -0.508 0.02
C 1.636 -1.707 -0.343 -0.13
C -3.550 -5.617 0.797 -0.14
C -1.825 3.480 -1.123 -0.03
C 7.010 6.051 0.001 -0.01
C -0.529 3.884 -0.941 0.03
C -5.295 -0.580 -0.304 -0.09
C 0.468 2.914 -0.768 -0.06
C -7.603 0.310 0.380 -0.49
C 2.785 2.272 -0.388 -0.13
C -0.933 -0.667 3.354 -0.05
C -6.391 -2.969 -0.979 -0.02
C -2.047 -1.152 1.308 -0.63
C -2.097 2.109 -1.127 -0.13
C 0.265 -5.753 1.603 -0.13
C 3.404 -0.138 -0.140 0.02
C 3.695 4.285 -0.362 -0.25
C 4.716 5.330 -0.266 -0.16
C 2.469 0.882 -0.364 -0.06
C -0.510 -4.493 1.226 -0.41
C 8.820 8.185 0.176 -0.07
C 0.107 1.558 -0.773 -0.14
C 1.120 0.523 -0.567 -0.13
C 0.325 -6.371 -1.779 -0.13
C -2.561 -5.740 -0.362 -0.41
C 1.846 3.251 -0.579 -0.17
C 6.602 7.380 -0.079 -0.28
C -0.193 -4.933 -1.753 -0.41
C -5.037 -2.709 -1.093 -0.15
C 5.249 7.680 -0.257 0.02
C 2.989 -1.442 -0.124 -0.02
C 6.062 5.042 -0.093 -0.03
C 4.322 6.669 -0.349 -0.01
C -6.663 -0.741 -0.156 -0.10
H 4.447 0.106 0.021 0.12
H 9.299 9.158 0.212 0.10
H -2.626 4.192 -1.264 0.11
H 9.223 7.612 -0.662 0.10
H 8.049 5.794 0.135 0.10
H -1.343 -4.338 1.920 0.07
H -0.041 -0.102 3.609 0.09
H 0.112 -3.602 1.346 0.05
H 3.274 6.897 -0.488 0.11
H -8.284 -2.099 -0.396 0.13
H -4.343 -6.359 0.699 0.08
H -4.014 -4.630 0.839 0.06
H -3.062 -5.791 1.755 0.07
H 6.413 4.018 -0.035 0.11
H -0.486 -7.089 -1.892 0.07
H -3.084 -5.724 -1.322 0.08
H -7.690 2.182 1.150 0.12
H -0.772 -4.744 -2.664 0.08
H 4.955 8.719 -0.320 0.13
H 0.883 -6.631 -0.884 0.05
H 1.216 -5.809 1.075 0.06
H -4.797 0.340 -0.020 0.10
H 4.880 2.553 -0.070 0.15
H -2.035 -6.695 -0.311 0.07
H 3.677 -2.255 0.057 0.12
H 0.638 -4.225 -1.798 0.06
H -0.939 -1.618 3.886 0.09
H -1.830 -0.111 3.611 0.09
H 9.008 7.653 1.111 0.10
H -6.084 1.686 0.755 0.08
H -3.111 1.756 -1.291 0.10
H -0.246 4.928 -0.929 0.13
H -4.355 -3.464 -1.470 0.09
H 1.281 -2.731 -0.333 0.08
H -6.785 -3.937 -1.255 0.12
H 0.989 -6.503 -2.634 0.08
H -0.297 -6.662 1.383 0.07
H 0.485 -5.753 2.671 0.08
```

Values from the calculation:
* net charge: +1
* ΔE to the lowest compared entry with this formula, charge and spin: 46.7 kJ/mol
* DFT total energy: -67539.0817 eV
* highest occupied orbital energy: -9.95 eV

=====

[4]
# C34H39BrCdN4O2P2

A molecular structure, C34H39BrCdN4O2P2 (ωB97M-V/def2-TZVPD, OMol25).

Geometry as XYZ:
```
83
Properties=species:S:1:pos:R:3:lowdin_charge:R:1
Cd -1.121 3.140 1.585 1.34
Br -6.820 1.785 1.947 0.81
P 2.986 -0.055 -1.810 1.10
P 3.147 -1.036 1.604 1.07
O -3.930 2.430 1.692 -0.11
O -2.990 4.386 2.239 -0.25
N 4.439 0.593 -2.718 -0.25
N 2.343 -0.858 -3.265 -0.27
N 2.316 -2.563 1.462 -0.28
N 4.125 -1.563 3.011 -0.27
C 6.087 2.081 -3.221 -0.10
C -2.206 -1.679 0.242 -0.22
C -7.679 5.525 3.557 -0.08
C -3.403 -1.344 1.097 -0.10
C 4.810 1.941 -2.682 -0.16
C -1.338 3.940 -0.392 -0.28
C -6.438 6.184 3.521 -0.08
C 2.782 -3.777 0.934 -0.18
C -5.331 4.185 2.642 -0.16
C -7.704 4.167 3.222 -0.14
C 4.580 -2.814 3.446 -0.13
C 0.916 -2.610 1.447 -0.16
C 5.180 -1.261 5.002 -0.11
C -1.577 -0.522 -0.552 -0.19
C 0.511 -3.793 0.840 -0.08
C -4.019 3.586 2.138 -0.64
C -2.096 -0.331 -1.953 -0.11
C -5.292 5.510 3.093 -0.03
C 5.483 -0.110 -3.330 -0.15
C 3.819 -1.588 -1.152 -0.41
C 4.380 -1.505 0.285 -0.40
C -4.644 -1.022 0.723 -0.12
C -3.334 -0.635 -2.378 -0.10
C 1.341 -0.309 -4.083 -0.15
C -6.582 3.518 2.665 -0.59
C 4.538 -0.614 3.958 -0.17
C -4.293 -1.629 -1.780 -0.20
C 1.700 -4.562 0.561 -0.07
C 2.319 -2.009 -5.234 -0.08
C 6.518 0.777 -3.634 -0.09
C 2.928 -1.904 -3.987 -0.16
C 5.211 -2.664 4.684 -0.09
C -5.223 -1.061 -0.666 -0.19
C 1.287 -1.018 -5.283 -0.09
H -1.442 0.277 -2.608 0.09
H -3.205 -1.336 2.180 0.10
H -0.508 -4.041 0.574 0.09
H 6.655 2.997 -3.301 0.09
H 5.569 -0.790 5.896 0.09
H -4.940 -1.976 -2.609 0.11
H 5.175 -0.755 0.355 0.08
H 3.836 -3.994 0.809 0.10
H 7.466 0.518 -4.087 0.09
H -0.611 4.739 -0.554 -0.06
H -8.597 6.039 3.867 0.11
H 4.127 2.673 -2.286 0.09
H 2.599 -2.709 -6.017 0.10
H -2.367 -2.557 -0.406 0.10
H -3.832 -2.526 -1.339 0.10
H -4.313 5.996 3.088 0.11
H -5.370 -0.734 1.510 0.07
H -1.437 -2.027 0.939 0.05
H -8.618 3.602 3.363 0.09
H 4.440 -3.696 2.838 0.08
H 4.653 -1.873 -1.811 0.06
H -1.217 3.201 -1.201 -0.05
H 3.085 -2.398 -1.228 0.07
H -1.679 0.414 0.029 0.09
H 5.645 -3.441 5.302 0.09
H -3.687 -0.183 -3.315 0.10
H 0.749 0.518 -3.730 0.08
H -6.353 7.228 3.811 0.10
H 0.329 -1.809 1.888 0.09
H 1.744 -5.562 0.142 0.10
H -5.604 -0.072 -0.970 0.11
H -6.111 -1.716 -0.619 0.11
H 0.587 -0.856 -6.095 0.09
H 5.420 -1.171 -3.510 0.08
H -0.492 -0.725 -0.627 0.09
H 3.701 -2.515 -3.545 0.09
H 4.344 0.431 3.776 0.09
H 4.869 -2.462 0.512 0.07
H -2.336 4.381 -0.500 -0.02
```

Values from the calculation:
* net charge: 0
* ΔE to the lowest compared entry with this formula, charge and spin: 129.7 kJ/mol
* DFT total energy: -139126.2647 eV
* highest occupied orbital energy: -8.34 eV

=====

[5]
# C34H39CdN5O3P2S

A molecular structure, C34H39CdN5O3P2S (ωB97M-V/def2-TZVPD, OMol25).

Geometry as XYZ:
```
85
Properties=species:S:1:pos:R:3:lowdin_charge:R:1
Cd -0.292 -0.740 4.279 1.37
S 1.038 1.277 7.981 0.64
P 1.392 -1.174 -4.382 1.05
P -1.659 -0.719 -4.051 1.03
O 2.265 0.516 7.954 -0.31
O -1.670 -0.485 6.083 -0.17
O 1.106 2.693 8.248 -0.31
N 2.235 -2.424 -5.337 -0.26
N -3.330 -1.068 -4.448 -0.28
N 0.092 0.888 6.665 -0.09
N -1.976 0.997 -3.757 -0.26
N 2.830 -0.175 -4.282 -0.29
C -1.237 0.054 8.412 -0.15
C -2.114 3.248 -3.992 -0.08
C 0.013 2.929 3.295 -0.16
C -4.239 -0.346 -5.232 -0.13
C -0.766 0.735 1.208 -0.21
C -0.934 1.807 3.524 -0.11
C -1.728 1.576 -2.505 -0.15
C 4.572 1.168 -4.812 -0.09
C 3.268 0.435 -3.097 -0.14
C -5.139 -2.388 -4.786 -0.10
C -2.200 2.035 -4.667 -0.16
C 1.559 -1.615 4.824 -0.28
C 1.905 1.387 2.486 -0.12
C -0.994 0.162 6.966 -0.54
C 2.973 -3.699 -7.063 -0.09
C -0.974 -0.565 -5.775 -0.39
C 1.174 2.681 2.286 -0.18
C -2.246 -0.676 9.061 0.00
C -5.364 -1.129 -5.439 -0.09
C 4.341 1.262 -3.399 -0.10
C -0.947 -0.506 11.100 -0.07
C -1.816 2.953 -2.624 -0.10
C 2.619 -2.411 -6.681 -0.16
C 2.803 -4.544 -5.919 -0.10
C 2.355 -3.744 -4.876 -0.15
C 0.561 0.024 0.849 -0.20
C -0.134 0.518 9.103 -0.21
C -3.889 -2.332 -4.195 -0.15
C 0.536 -0.270 -5.765 -0.38
C -1.134 0.734 2.687 -0.24
C 3.626 0.296 -5.331 -0.14
C -2.067 -0.988 10.406 -0.07
C 0.022 0.293 10.473 -0.03
C 1.692 0.254 1.815 -0.16
H 3.460 -0.026 -6.347 0.08
H -2.248 4.225 -4.432 0.09
H 0.366 -1.060 0.816 0.11
H -1.579 0.210 0.675 0.11
H -1.516 0.939 -1.661 0.07
H 5.318 1.698 -5.385 0.09
H 2.768 0.208 -2.168 0.08
H 2.604 -1.502 -7.265 0.08
H 2.984 -5.608 -5.880 0.09
H -1.574 1.920 4.404 0.11
H 2.372 -1.220 4.203 -0.06
H -5.808 -3.234 -4.781 0.09
H -4.022 0.661 -5.555 0.08
H -1.175 -1.548 -6.232 0.09
H 1.907 3.496 2.419 0.12
H 3.306 -3.993 -8.049 0.09
H 0.965 -0.533 -6.741 0.06
H -0.764 1.753 0.789 0.10
H -2.791 -1.626 10.919 0.11
H 0.726 0.802 -5.598 0.09
H 0.861 0.310 -0.180 0.11
H 2.104 -3.976 -3.853 0.09
H 0.793 2.763 1.259 0.10
H 0.451 3.208 4.271 0.12
H -1.682 3.673 -1.827 0.09
H 2.368 -0.605 1.941 0.10
H 0.880 0.693 11.016 0.12
H 1.765 -1.377 5.879 -0.05
H -1.506 0.192 -6.367 0.07
H -0.566 3.806 2.955 0.13
H 1.475 -2.703 4.695 -0.06
H -0.814 -0.794 12.144 0.11
H -3.329 -3.051 -3.616 0.09
H 4.880 1.889 -2.706 0.09
H 2.658 1.429 3.286 0.12
H -2.410 1.834 -5.707 0.09
H -1.988 0.069 2.897 0.09
H -6.233 -0.849 -6.015 0.09
H -3.134 -0.997 8.512 0.12
```

Values from the calculation:
* net charge: 0
* ΔE to the lowest compared entry with this formula, charge and spin: 0.0 kJ/mol
* DFT total energy: -83457.5688 eV
* highest occupied orbital energy: -8.55 eV